Here is an isolated molecule of C12H12Cl2O6 from OMol25. Energies are from the ωB97M-V functional and the def2-TZVPD basis.

```
! wB97M-V def2-TZVPD RIJCOSX def2/J DEFGRID3
* xyz 0 1
O -3.1085 -1.9362 -0.3188
C -2.7777 -0.8523 0.0869
O -3.6038 0.0207 0.6611
C -4.9767 -0.3428 0.7478
H -5.0669 -1.4071 0.9867
H -5.3851 0.2610 1.5629
C -5.7089 -0.0388 -0.5693
O -7.0941 -0.2077 -0.4517
H -7.4437 0.4305 0.1809
H -5.3827 -0.7414 -1.3394
H -5.4541 0.9824 -0.8883
C -1.3640 -0.3673 0.0386
C -0.3804 -1.3512 0.0383
C 0.9663 -1.0297 -0.0127
C 1.3547 0.3113 -0.0756
C 0.3718 1.2953 -0.0740
C -0.9750 0.9736 -0.0228
Cl -2.1124 2.2550 -0.0782
H 0.6826 2.3284 -0.1135
C 2.7704 0.7923 -0.1285
O 3.1091 1.8637 0.3047
O 3.5837 -0.0677 -0.7358
C 4.9528 0.3014 -0.8467
H 5.0360 1.3584 -1.1159
H 5.3704 -0.3209 -1.6392
C 5.7085 0.0462 0.4587
O 7.0777 0.2282 0.1899
H 7.5740 0.1412 1.0103
H 5.3559 0.7474 1.2267
H 5.5048 -0.9815 0.7947
Cl 2.1070 -2.3081 0.0451
H -0.6918 -2.3842 0.0774
*
```

Results
- SMILES = O=C(OCCO)c1cc(Cl)c(C(=O)OCCO)cc1Cl
- Kohn-Sham gap (eV) = 9.0
- F_max (eV/A) = 0.81